(1)
{
  "formula": "C19H15BrFeN2O2S",
  "method": "ωB97M-V/def2-TZVPD",
  "gap_ev": 7.8,
  "fmax_ev_per_a": 0.10,
  "lumo_ev": 0.3,
  "symbols": ["Br", "Fe", "S", "O", "O", "N", "N", "C", "C", "C", "C", "C", "C", "C", "C", "C", "C", "C", "C", "C", "C", "C", "C", "C", "C", "C", "H", "H", "H", "H", "H", "H", "H", "H", "H", "H", "H", "H", "H", "H", "H"],
  "coordinates": [[1.3844, -2.1763, -5.0790], [-0.9195, -0.6518, 0.9796], [2.6823, 1.9462, -1.1749], [0.7978, -0.6393, 1.8638], [1.8796, -1.1083, 1.0531], [-0.5678, 1.3614, 0.8112], [-0.2154, -1.0352, -0.8664], [-1.4262, 3.5491, 1.3281], [0.8117, -2.6226, -2.3304], [-0.2983, -0.1818, -1.8891], [-1.5730, 2.1954, 1.1214], [0.8853, 3.2563, 0.8760], [-1.6772, -1.5844, 2.7404], [-2.5426, -0.5419, 2.3762], [-3.0608, -0.8237, 1.0674], [0.7234, -1.7189, -3.3737], [0.3331, -2.2335, -1.0929], [0.1583, -0.4750, -3.1605], [-2.5011, -2.0542, 0.6601], [0.6645, 1.8901, 0.6444], [2.2874, -0.1491, 0.2360], [-1.6327, -2.5285, 1.6757], [3.3789, -0.4447, -0.6426], [3.6877, 0.5957, -1.4504], [-0.1529, 4.0886, 1.2245], [1.7827, 1.1204, 0.0765], [-3.7797, -0.2390, 0.5152], [1.2533, -3.5986, -2.4659], [-1.0804, -1.6220, 3.6367], [0.4101, -2.8829, -0.2337], [-2.5448, 1.7354, 1.2053], [-2.6661, -2.5250, -0.2974], [0.0260, 5.1400, 1.4082], [-2.7623, 0.3216, 2.9835], [1.8913, 3.6397, 0.7853], [3.8907, -1.3955, -0.6327], [-0.7346, 0.7831, -1.6685], [4.4677, 0.6415, -2.1932], [-2.2876, 4.1518, 1.5774], [-1.0555, -3.4383, 1.6582], [0.0824, 0.2545, -3.9530]],
  "forces_ev_per_a": [[0.00, 0.00, 0.01], [0.02, 0.01, 0.06], [0.03, -0.01, 0.01], [0.03, 0.06, 0.01], [0.05, -0.04, 0.04], [-0.01, 0.03, -0.02], [-0.02, -0.09, -0.05], [-0.01, 0.00, 0.00], [0.01, 0.02, -0.02], [0.00, 0.00, 0.05], [0.06, 0.00, -0.01], [0.00, -0.05, -0.01], [-0.06, -0.01, -0.03], [0.01, -0.07, -0.06], [0.06, -0.02, 0.07], [0.01, -0.01, 0.01], [0.01, 0.06, -0.02], [0.03, -0.01, -0.02], [-0.03, 0.07, 0.03], [-0.04, -0.02, -0.01], [-0.01, -0.03, -0.04], [-0.03, 0.03, -0.02], [0.00, 0.04, 0.02], [-0.01, 0.00, -0.02], [-0.03, 0.03, 0.01], [-0.02, 0.04, 0.01], [0.01, 0.00, -0.01], [0.00, -0.01, 0.01], [0.01, 0.01, -0.01], [-0.01, -0.03, 0.00], [-0.02, 0.00, 0.00], [0.00, -0.01, 0.00], [0.00, 0.00, 0.00], [0.00, 0.01, 0.00], [0.00, 0.00, 0.00], [0.00, -0.01, 0.00], [-0.02, -0.01, -0.01], [0.00, 0.00, -0.01], [0.00, 0.00, 0.00], [-0.01, -0.01, 0.00], [0.00, 0.01, 0.00]],
  "nbo_charge": [0.089, 0.726, 0.411, -0.526, -0.263, -0.442, -0.431, -0.274, -0.286, 0.082, 0.071, -0.244, -0.231, -0.308, -0.359, -0.037, 0.087, -0.276, -0.244, 0.233, 0.318, -0.352, -0.287, -0.392, -0.149, -0.366, 0.230, 0.240, 0.244, 0.230, 0.207, 0.229, 0.221, 0.231, 0.231, 0.232, 0.219, 0.239, 0.225, 0.232, 0.240]
}


(2)
{
  "formula": "C19H15Cl2IrN2O4",
  "method": "ωB97M-V/def2-TZVPD",
  "gap_ev": [7.2, 6.3],
  "total_charge": 1,
  "multiplicity": 2,
  "fmax_ev_per_a": 0.29,
  "lumo_ev": [-4.1, -5.4],
  "symbols": ["Ir", "Cl", "Cl", "O", "O", "O", "O", "N", "N", "C", "C", "C", "C", "C", "C", "C", "C", "C", "C", "C", "C", "C", "C", "C", "C", "C", "C", "C", "H", "H", "H", "H", "H", "H", "H", "H", "H", "H", "H", "H", "H", "H", "H"],
  "coordinates": [[-1.2387, 0.2920, -1.0154], [4.2177, 4.8560, -1.7192], [1.5619, 1.2751, -4.7207], [-0.2426, 1.1401, -2.4902], [-1.3759, -1.2012, -2.3551], [-2.2686, -0.4183, 0.5896], [-1.0280, 1.9139, 0.1655], [-0.1394, -0.9308, 1.2243], [0.0428, -0.7722, -0.0829], [-0.3082, -1.7163, -2.7794], [0.8978, 2.7077, -1.0418], [-1.4348, -0.7110, 1.5179], [-2.7760, -1.0994, 5.5087], [-3.6526, -0.6726, 4.5192], [-3.2139, -0.5544, 3.2129], [1.9785, 3.6113, -0.8903], [-0.3740, -2.4470, -4.0760], [-1.8910, -0.8656, 2.8979], [0.9325, -1.7219, -2.0536], [1.7082, 2.1692, -3.2546], [-1.4589, -1.4125, 5.1963], [2.2380, -1.8281, 0.0962], [-0.0290, 2.6605, 0.0347], [0.7407, 1.9673, -2.2440], [2.7536, 3.0395, -3.0831], [2.8906, 3.7684, -1.8912], [-1.0122, -1.2973, 3.8927], [1.0656, -1.4112, -0.7269], [-0.7833, -1.7489, 5.9706], [-1.2886, -2.1958, -4.6046], [-3.1216, -1.1896, 6.5300], [0.4976, -2.1987, -4.6817], [2.9929, -2.2923, -0.5316], [-4.6765, -0.4308, 4.7689], [-3.8842, -0.2234, 2.4321], [1.9188, -2.5339, 0.8630], [2.0727, 4.1788, 0.0264], [1.7655, -2.2113, -2.5371], [0.0085, -1.5448, 3.6369], [0.1209, 3.3738, 0.8482], [-0.3489, -3.5232, -3.8888], [2.6624, -0.9655, 0.6112], [3.4799, 3.1646, -3.8749]],
  "forces_ev_per_a": [[-0.12, 0.02, -0.16], [0.00, 0.00, 0.00], [0.00, 0.00, 0.00], [0.11, -0.01, 0.11], [-0.03, 0.04, -0.03], [0.03, 0.06, 0.00], [0.20, -0.16, 0.12], [-0.03, -0.12, -0.08], [0.07, 0.16, 0.13], [-0.05, -0.06, 0.01], [0.04, -0.05, 0.03], [-0.04, -0.06, 0.06], [0.00, 0.00, 0.00], [0.00, 0.00, 0.00], [-0.01, -0.02, -0.01], [0.00, 0.00, 0.01], [-0.01, -0.03, 0.02], [-0.01, 0.02, -0.01], [0.06, 0.02, 0.01], [0.01, 0.02, -0.02], [0.00, -0.01, 0.00], [0.00, 0.02, 0.00], [-0.11, 0.13, -0.09], [-0.08, 0.05, -0.06], [-0.01, 0.00, 0.00], [-0.01, -0.02, 0.00], [0.00, -0.01, -0.01], [-0.03, -0.10, -0.01], [0.00, 0.00, 0.00], [0.00, -0.01, 0.00], [0.00, 0.00, 0.00], [0.00, 0.00, 0.00], [0.00, 0.01, 0.00], [0.00, 0.00, 0.00], [0.00, 0.01, 0.00], [0.00, -0.01, -0.01], [0.00, 0.00, 0.00], [0.01, 0.02, -0.01], [0.00, 0.01, 0.00], [-0.04, 0.04, -0.03], [0.01, 0.00, 0.00], [-0.01, -0.01, 0.01], [0.00, 0.00, 0.00]],
  "nbo_charge": [1.358, 0.057, 0.054, -0.688, -0.562, -0.607, -0.574, -0.324, -0.172, 0.596, -0.299, 0.593, -0.155, -0.208, -0.169, -0.140, -0.700, -0.102, -0.370, -0.130, -0.212, -0.661, 0.443, 0.459, -0.148, -0.078, -0.171, 0.297, 0.229, 0.257, 0.228, 0.253, 0.241, 0.230, 0.236, 0.264, 0.240, 0.247, 0.232, 0.188, 0.262, 0.249, 0.259]
}


(3)
{
  "formula": "C19H15ClF8O7S2",
  "method": "ωB97M-V/def2-TZVPD",
  "gap_ev": 9.3,
  "smiles": "O=C(Cl)C[C@@]1(S(=O)(=O)C(F)(F)F)OS(=O)(=O)O[C@@H]1C(F)(F)C(F)(F)F.c1ccccc1.c1ccccc1",
  "fmax_ev_per_a": 1.49,
  "lumo_ev": 0.0,
  "symbols": ["Cl", "S", "S", "F", "F", "F", "F", "F", "F", "F", "F", "O", "O", "O", "O", "O", "O", "O", "C", "C", "C", "C", "C", "C", "C", "C", "C", "C", "C", "C", "C", "C", "C", "C", "C", "C", "C", "H", "H", "H", "H", "H", "H", "H", "H", "H", "H", "H", "H", "H", "H", "H"],
  "coordinates": [[4.0400, 1.2068, 2.7977], [2.6081, 4.6546, -1.1440], [0.4954, 1.4626, 0.2031], [-0.6462, 4.4291, -0.5968], [3.6110, 5.6774, 1.0850], [-0.4902, 6.1943, 2.4026], [-1.3618, 4.0778, 1.4294], [-1.0554, 6.8065, 0.4001], [5.0403, 5.3961, -0.4983], [3.6012, 6.9962, -0.6166], [1.0391, 6.5389, 0.9314], [0.4907, 2.4459, 1.4938], [3.3946, 3.8987, -2.0650], [1.2911, 0.3212, 0.4555], [-0.8336, 1.3273, -0.2452], [3.2958, 3.6523, 2.8282], [1.5687, 5.4718, -1.6662], [1.3480, 2.4379, -0.7599], [1.2254, -2.8346, -0.5410], [2.2799, -3.4536, -1.1983], [-0.2078, 6.0689, 1.0990], [2.1164, -4.7224, -1.7371], [-6.0562, -6.1906, -0.3171], [-4.2510, -4.1185, 0.0729], [-0.3178, 4.5635, 0.6999], [-3.9451, -5.3984, 0.5133], [3.8104, 5.7684, -0.2171], [0.0085, -3.4910, -0.4192], [-5.4620, -3.8736, -0.5586], [3.4670, 2.7232, 2.1353], [3.2746, 2.6669, 0.6395], [-6.3650, -4.9094, -0.7520], [0.8981, -5.3757, -1.6158], [0.9514, 3.7350, 1.1260], [-4.8465, -6.4351, 0.3172], [2.0087, 3.3984, 0.0872], [-0.1554, -4.7608, -0.9541], [-5.7017, -2.8752, -0.9001], [-6.7586, -6.9990, -0.4730], [-3.0020, -5.5886, 1.0101], [-4.6063, -7.4335, 0.6588], [3.2315, -2.9458, -1.2912], [4.1821, 3.0796, 0.1958], [0.7693, -6.3642, -2.0373], [1.3467, -1.8433, -0.1250], [-3.5458, -3.3108, 0.2215], [-7.3103, -4.7180, -1.2427], [1.3945, 4.3129, 1.9305], [-0.8143, -3.0090, 0.0937], [-1.1057, -5.2706, -0.8564], [3.2447, 1.6279, 0.3369], [2.9386, -5.2021, -2.2523]],
  "forces_ev_per_a": [[0.17, -0.29, 0.06], [-0.21, -0.20, -1.47], [-0.52, -0.13, -0.11], [0.17, 0.10, 0.37], [-0.06, -0.03, 0.45], [0.06, -0.04, -0.22], [0.38, 0.21, -0.33], [0.14, -0.07, 0.03], [0.35, -0.06, -0.08], [0.01, 0.41, -0.18], [-0.09, -0.11, -0.19], [0.73, -0.40, 0.05], [0.33, -0.23, 0.34], [0.16, 0.03, 0.47], [0.03, 0.14, -0.31], [-0.28, 1.07, 0.82], [-0.27, 0.25, 0.61], [-0.47, 0.37, 0.28], [0.01, 0.02, 0.02], [0.00, 0.00, 0.00], [-0.14, 0.07, 0.17], [0.01, 0.00, 0.00], [-0.01, 0.00, 0.00], [0.01, 0.00, 0.00], [-0.32, -0.29, 0.14], [0.04, 0.00, 0.01], [-0.34, -0.27, 0.02], [-0.01, -0.01, 0.00], [0.00, 0.01, -0.01], [0.17, -0.86, -0.56], [0.03, 0.35, 0.29], [-0.01, 0.00, -0.01], [0.01, -0.01, 0.00], [-0.76, 1.12, -0.44], [0.00, -0.01, 0.00], [0.75, -0.41, -0.56], [-0.04, -0.02, 0.01], [0.00, 0.01, 0.00], [-0.01, -0.01, 0.01], [0.01, 0.00, 0.01], [0.00, -0.01, 0.00], [0.01, 0.01, -0.01], [0.05, 0.03, 0.00], [0.00, -0.01, 0.00], [0.01, -0.12, -0.04], [0.00, 0.01, 0.01], [-0.01, 0.00, -0.01], [0.02, -0.64, 0.57], [-0.01, 0.01, 0.00], [-0.01, 0.00, -0.02], [-0.12, 0.00, -0.18], [0.01, 0.00, 0.00]],
  "nbo_charge": [-0.019, 2.058, 2.542, -0.289, -0.302, -0.303, -0.301, -0.284, -0.289, -0.278, -0.321, -0.656, -0.888, -0.893, -0.851, -0.499, -0.866, -0.676, -0.245, -0.204, 0.921, -0.218, -0.212, -0.217, 0.603, -0.207, 0.764, -0.150, -0.211, 0.556, -0.588, -0.211, -0.214, -0.025, -0.217, 0.037, -0.237, 0.214, 0.212, 0.211, 0.212, 0.207, 0.281, 0.211, 0.226, 0.212, 0.212, 0.272, 0.197, 0.214, 0.296, 0.210]
}


(4)
{
  "formula": "C19H15ClN2O3S",
  "method": "ωB97M-V/def2-TZVPD",
  "gap_ev": 8.5,
  "smiles": "Cc1nc(SCC(=O)c2ccccc2)[nH]c(=O)c1Oc1ccc(Cl)cc1",
  "fmax_ev_per_a": 0.86,
  "lumo_ev": -0.1,
  "symbols": ["Cl", "S", "O", "O", "O", "N", "N", "C", "C", "C", "C", "C", "C", "C", "C", "C", "C", "C", "C", "C", "C", "C", "C", "C", "C", "C", "H", "H", "H", "H", "H", "H", "H", "H", "H", "H", "H", "H", "H", "H", "H"],
  "coordinates": [[7.7429, 1.2527, -0.6562], [-2.3132, 1.4320, 1.8456], [-4.9213, 2.7022, -0.4476], [2.6455, -1.3492, 0.6004], [1.4824, -1.3672, 3.1647], [-0.2228, -0.0730, 2.4131], [-0.3242, 0.7394, 0.2355], [1.3325, 0.2558, -1.4571], [6.2302, 0.5068, -0.2749], [4.8532, -1.4457, -0.1845], [-3.5158, -1.7929, -1.0048], [-2.7093, 2.2968, 0.2918], [5.1977, 1.2734, 0.2369], [6.0638, -0.8549, -0.4811], [0.9894, -0.7653, 2.2420], [0.8408, 0.0999, -0.0559], [1.5055, -0.6350, 0.8871], [-3.2388, -0.4576, -0.7784], [-5.5909, -0.0381, -0.4838], [-0.8116, 0.6372, 1.4274], [-5.8600, -1.3746, -0.7024], [3.9846, 0.6798, 0.5365], [-4.2767, 0.4326, -0.5062], [-4.8214, -2.2555, -0.9601], [3.8035, -0.6819, 0.3221], [-4.0631, 1.8732, -0.2548], [6.8769, -1.4455, -0.8721], [-2.7303, 3.3660, 0.5035], [4.7014, -2.5028, -0.3313], [-6.3856, 0.6645, -0.2826], [-0.6431, -0.1158, 3.3353], [1.8110, -0.6605, -1.7948], [-2.2183, -0.1124, -0.8372], [3.1857, 1.2752, 0.9535], [2.0665, 1.0603, -1.5103], [-5.0290, -3.3011, -1.1319], [5.3392, 2.3293, 0.4053], [-1.8921, 2.0553, -0.3894], [-6.8786, -1.7313, -0.6746], [-2.7077, -2.4770, -1.2183], [0.5008, 0.5044, -2.1102]],
  "forces_ev_per_a": [[0.21, 0.10, -0.05], [-0.24, 0.22, 0.12], [0.02, -0.02, 0.05], [-0.38, -0.10, 0.02], [0.12, -0.14, 0.13], [-0.13, 0.06, 0.00], [-0.31, 0.26, 0.17], [0.05, -0.13, 0.07], [-0.18, -0.04, 0.06], [-0.34, 0.05, 0.12], [0.02, -0.10, -0.04], [0.04, 0.12, 0.39], [0.18, -0.11, -0.09], [0.00, 0.16, 0.02], [0.07, 0.07, -0.15], [0.54, -0.57, 0.37], [-0.11, 0.20, -0.28], [-0.14, 0.20, 0.01], [0.18, 0.16, 0.04], [0.05, 0.14, -0.42], [-0.04, -0.05, -0.01], [-0.24, -0.23, 0.10], [-0.43, -0.53, -0.23], [0.02, -0.01, -0.01], [0.55, 0.29, -0.05], [0.26, 0.22, 0.08], [0.08, -0.04, -0.04], [-0.01, -0.11, -0.11], [-0.02, -0.13, -0.02], [-0.07, 0.05, 0.00], [0.13, -0.06, -0.09], [0.09, -0.01, -0.07], [0.09, 0.06, 0.05], [-0.05, 0.04, 0.01], [0.05, 0.03, -0.04], [-0.02, -0.09, -0.01], [0.04, 0.09, 0.01], [-0.03, 0.04, -0.05], [-0.08, -0.03, 0.01], [0.06, -0.06, -0.03], [-0.04, 0.00, -0.01]],
  "nbo_charge": [0.003, 0.284, -0.518, -0.465, -0.580, -0.594, -0.565, -0.656, -0.067, -0.245, -0.206, -0.637, -0.223, -0.205, 0.615, 0.220, 0.100, -0.215, -0.179, 0.327, -0.214, -0.246, -0.101, -0.186, 0.295, 0.546, 0.231, 0.256, 0.231, 0.233, 0.431, 0.236, 0.227, 0.220, 0.242, 0.216, 0.229, 0.292, 0.218, 0.215, 0.234]
}


Computed values of molar mass (unit: u) for the preceding records, in sequence: 471.16; 598.46; 606.89; 386.86.